An isolated molecule of C9H11BN2O5 at a distorted geometry, computed with ωB97M-V/def2-TZVPD.

Last column: natural (NBO) charge in e.
Element x y z (Å)
O -0.4305 2.0917 1.6239  -0.66
C -0.6762 0.9474 1.2873  0.69
C 0.0882 -0.2033 1.8900  -0.54
C 1.0108 -0.8134 0.8586  0.01
C 2.2504 -0.3088 0.4399  -0.19
C 2.9914 -0.9493 -0.5628  -0.18
C 2.5419 -2.1328 -1.1644  -0.20
C 1.3545 -2.6526 -0.7136  -0.20
C 0.5840 -2.0045 0.2475  0.05
N -0.7263 -2.4896 0.6881  0.51
O -0.7546 -3.1345 1.7497  -0.34
O -1.7426 -2.2115 0.0382  -0.37
N -1.6493 0.6864 0.3325  -0.61
C -2.3963 1.7459 -0.3677  -0.59
B -1.5573 2.6365 -1.3464  1.10
O -0.4927 3.3780 -0.8523  -0.92
O -1.8572 2.5965 -2.7009  -0.87
H 0.6480 0.2040 2.7151  0.26
H -0.5816 -0.9637 2.3237  0.25
H 2.6723 0.5066 0.9424  0.23
H 3.9134 -0.4814 -0.9016  0.22
H 3.1566 -2.6107 -1.8922  0.23
H 0.9897 -3.6121 -1.0802  0.23
H -1.8476 -0.2960 0.0675  0.42
H -3.1931 1.3236 -0.9777  0.23
H -2.8453 2.4213 0.3641  0.23
H -0.2644 3.1222 0.0653  0.52
H -1.1859 3.2042 -3.0740  0.49

Calculated values
- SMILES: O=C(Cc1ccccc1[N+](=O)[O-])NCB(O)O
- Multiplicity: 1
- Frontier orbital gap: 8.73 eV
- E: -860.15357 Ha

A structure of composition C31H33KN5O6SSi at a distorted geometry, computed with ωB97M-V/def2-TZVPD.

Last column: Mulliken charge in e.
Element x y z (Å)
K -0.2520 -0.5702 -0.4709  0.69
O 2.0170 -1.8929 -1.9059  -0.14
C 2.4631 -1.4554 -3.1638  -0.70
C 1.5852 -2.0853 -4.2404  -0.80
C 0.1213 -1.6851 -4.1785  -0.79
C -0.0564 -0.1949 -4.3512  0.53
C -0.1476 0.4302 -5.5921  -0.60
C -0.2383 1.8078 -5.6634  -0.51
C -0.1475 2.5615 -4.4867  -0.74
C -0.0976 1.8473 -3.2936  -0.59
N 0.0008 0.5114 -3.2177  0.57
H 2.6205 -1.7143 -1.1884  0.18
H 3.4797 -1.8478 -3.3280  0.38
H 2.4753 -0.3760 -3.2073  0.38
H 1.6495 -3.1544 -4.1090  0.45
H 2.0598 -1.8175 -5.2094  0.36
H -0.3098 -2.0275 -3.2300  0.08
H -0.4565 -2.1966 -4.9725  0.45
H -0.2110 -0.2445 -6.4605  0.41
H -0.3672 2.3017 -6.6035  0.42
H -0.2535 3.6532 -4.4876  0.41
H -0.1196 2.3504 -2.3318  0.41
O -4.1268 6.9117 -0.3597  -0.72
N -4.0805 5.9523 -1.1395  1.00
O -4.5570 6.0276 -2.2936  -0.72
C -3.3990 4.8012 -0.6672  -0.81
C -2.7294 4.9244 0.5523  -0.32
C -1.9529 3.9234 1.0193  1.38
C -1.2725 4.0874 2.2961  -1.69
C -0.4311 3.1482 2.7194  -0.50
C -0.2123 1.8742 1.9972  0.42
N -0.9539 1.7607 0.7528  0.09
C -1.7332 2.6836 0.3442  -0.41
C -2.5717 2.4660 -0.8615  -0.21
N -2.5096 1.2649 -1.4328  0.00
C -3.1913 1.0843 -2.5448  -0.28
C -4.0609 2.0141 -3.0641  -0.81
C -4.1871 3.2377 -2.4626  -0.62
C -3.3877 3.5222 -1.3418  0.69
H -2.8603 5.8299 1.1402  0.52
H -1.4209 4.9810 2.9035  0.35
H 0.0709 3.3049 3.6675  0.19
H 0.8267 1.7334 1.7660  0.12
H -3.1344 0.1142 -2.9909  0.46
H -4.6297 1.8502 -3.9887  0.36
H -4.8319 4.0155 -2.8521  0.51
C 0.0289 0.9580 5.9532  -1.05
Si 0.5934 0.3258 4.3155  0.24
C 2.2014 1.1663 3.8949  -1.07
C 0.8885 -1.5081 4.5217  -0.84
C -0.6322 0.6892 2.9207  -0.43
H 0.8064 0.8528 6.7222  0.30
H -0.8780 0.4835 6.2921  0.33
H -0.1749 2.0440 5.9133  0.29
H 2.9792 0.8005 4.5976  0.41
H 2.1681 2.2590 4.0071  0.32
H 2.5876 0.9678 2.8738  0.30
H 1.6060 -1.7318 5.2745  0.39
H 1.2646 -1.9610 3.5881  -0.02
H -0.0684 -1.9745 4.7294  0.30
H -1.6265 0.8274 3.3299  0.47
H -0.6431 -0.1978 2.3005  0.17
O -0.9333 -5.2229 1.6706  -0.70
S -0.0501 -4.9085 0.5677  1.12
O -0.3645 -5.4880 -0.7102  -0.69
N 0.2366 -3.2765 0.4266  -0.49
C 1.4815 -2.9644 0.8210  0.92
O 1.9624 -1.8235 0.8142  -0.88
C 2.3065 -4.2174 1.2069  0.36
C 3.5742 -4.2053 1.7363  -0.63
C 4.1675 -5.3765 2.1392  -0.56
C 3.4801 -6.5748 1.9966  -0.45
C 2.2195 -6.5633 1.4183  -0.31
C 1.6013 -5.4009 1.0724  -0.19
H 4.0925 -3.2749 1.8524  0.47
H 5.1437 -5.3653 2.6099  0.39
H 3.8587 -7.5393 2.3439  0.37
H 1.6434 -7.5132 1.3323  0.34

Calculated values
- Multiplicity: 1
- ΔE to the lowest compared entry with this formula, charge and spin: 0.0 kcal per mole
- Frontier orbital gap: 6.09 eV
- E: -3214.02971 Ha
- Total charge: -1

A structure of composition C31H31ClInN3O7P at a distorted geometry, computed with ωB97M-V/def2-TZVPD.

Last column: Mulliken charge in e.
Element x y z (Å)
In -0.1724 -1.4845 0.0912  1.84
O -1.0267 -3.2730 -1.7481  -0.24
C -1.3264 -4.5155 -1.1819  -0.61
C -0.2962 -4.7544 -0.0607  -1.02
N -0.2824 -3.6400 0.9710  0.03
C -1.4133 -3.6906 1.8886  -0.54
C -2.5721 -2.8938 1.3042  0.50
O -3.7106 -3.2487 1.5448  -0.70
O -2.2957 -1.8478 0.5785  -0.56
C 0.9816 -3.7354 1.6871  -0.66
C 2.1179 -3.0480 0.8319  0.51
O 3.2070 -3.5900 0.6858  -0.67
O 1.7925 -1.8233 0.4871  -0.66
H -1.7626 -2.8924 -2.2504  0.15
H -1.1901 -5.3988 -1.8659  0.39
H -2.3632 -4.5161 -0.8305  0.43
H 0.6757 -4.9027 -0.4439  0.59
H -0.4815 -5.6096 0.5413  0.47
H -1.0133 -3.3941 2.8491  0.49
H -1.7391 -4.7643 1.9935  0.24
H 1.3571 -4.7876 1.9449  0.22
H 0.9488 -3.0562 2.5400  0.47
Cl 1.4718 -2.2268 -2.9921  -0.13
C 2.1395 -0.6399 -3.2257  0.58
C 3.2161 -0.4126 -4.0375  -0.47
C 3.7518 0.8603 -4.2482  -0.61
C 3.1199 1.9666 -3.7040  -0.93
C 1.9530 1.7756 -2.9548  -0.31
C 1.5058 0.4807 -2.6769  0.03
P -0.0378 0.3733 -1.8238  1.29
C -1.3452 0.2390 -3.0086  0.30
C -1.1917 0.3804 -4.4028  -0.42
C -2.2511 0.1414 -5.2189  -0.49
C -3.5242 -0.0967 -4.7259  -0.50
C -3.7194 -0.1609 -3.3570  -0.82
C -2.5925 -0.0738 -2.4866  -0.75
C -0.2603 1.9844 -0.9281  0.12
C 0.3760 2.4961 0.2409  -0.36
C -0.0928 3.6677 0.8876  -0.44
C -1.1522 4.3502 0.3074  -0.87
C -1.5701 4.0053 -0.9814  -0.86
C -1.2259 2.7998 -1.5393  -0.21
H 3.6370 -1.3052 -4.4442  0.49
H 4.6546 0.8010 -4.8892  0.35
H 3.4857 2.9401 -4.0202  0.40
H 1.3912 2.6618 -2.6383  0.41
H -0.1643 0.5059 -4.7325  0.46
H -2.1598 0.3070 -6.3128  0.35
H -4.3802 -0.0258 -5.4123  0.35
H -4.7130 -0.1876 -2.9468  0.47
H -2.6730 -0.2514 -1.4523  0.69
H 1.1488 2.0115 0.8207  0.68
H 0.3463 4.0776 1.7732  0.37
H -1.4160 5.2198 0.8024  0.53
H -2.4189 4.5729 -1.3983  0.35
H -1.6663 2.5601 -2.5555  0.24
O 1.0175 4.2363 5.3678  -0.49
C 2.2192 3.7787 4.7679  -0.42
N 2.5998 2.3881 5.1833  -0.15
C 2.2735 1.2201 4.5475  -0.12
O 2.9524 0.2052 4.6150  -0.62
C 0.9983 1.0932 3.7893  -0.05
C -0.2392 1.5369 4.1746  0.16
C -1.4060 1.2497 3.4725  -1.39
C -1.3044 0.4065 2.3875  -0.04
N -0.0946 -0.0560 2.0335  0.28
C 1.0166 0.3151 2.6535  -0.24
H 1.2418 4.3165 6.3117  0.34
H 2.9585 4.4916 5.0768  0.47
H 2.0681 3.8118 3.6855  0.18
H 3.5109 2.3330 5.6264  0.28
H -0.3807 2.1180 5.1001  0.42
H -2.3203 1.7052 3.7868  0.58
H -2.1821 -0.0738 1.8247  0.31
H 1.9927 -0.0072 2.3202  0.53

Calculated values
- Multiplicity: 1
- ΔE to the lowest compared entry with this formula, charge and spin: 38.4 kcal per mole
- Frontier orbital gap: 9.13 eV
- E: -2882.36580 Ha
- Total charge: +1